The following is a DFT calculation (the ωB97M-V functional and the def2-TZVPD basis) of 3 unconnected molecules or ions with the total composition C6H17N2O10P3 in a non-equilibrium geometry.

```
38
Properties=species:S:1:pos:R:3
C -1.29517 1.59480 -0.82798
C -1.64554 0.20583 -1.36085
C -1.09360 -0.86482 -0.47318
O -1.90111 -0.93895 0.70811
C -1.60438 -1.95870 1.56418
O -2.46510 -2.70654 1.97136
P 0.13567 -2.25046 2.23590
P 1.23506 -0.36839 2.37017
O 1.29977 -0.00366 3.77104
O 2.68825 -0.68098 1.75532
O 0.58432 0.83306 1.52294
P -1.06371 -2.44156 -1.47513
O -2.05038 -2.39274 -2.57756
H -0.32900 1.89655 -1.20801
H -1.28758 1.59445 0.24781
H -2.01923 2.31394 -1.17141
H -1.20419 0.09379 -2.33608
H -2.70594 0.07954 -1.46825
H -0.06442 -0.64081 -0.21134
H 0.76951 -2.93703 1.17548
H 2.80951 -0.25537 0.90281
H 1.05512 1.05884 0.71883
H -1.35385 -3.55382 -0.65660
H 0.22768 -2.53404 -2.00282
C 2.90521 -1.00666 -4.93738
N 2.08552 -1.42361 -3.76777
O 1.24190 -0.65026 -3.36258
O 2.31733 -2.51301 -3.29735
H 2.58503 -0.01921 -5.24505
H 3.94333 -1.00561 -4.62079
H 2.74170 -1.73703 -5.72323
C -0.56881 2.77360 3.97251
N -1.39998 4.00875 3.97458
O -1.59634 4.56061 5.03343
O -1.82570 4.38153 2.90277
H -0.25813 2.56027 4.98703
H -1.18004 1.97069 3.57519
H 0.28728 2.95703 3.33390
```

Properties
* SMILES: CC[C@@H](OC(=O)PP(=O)(O)O)[PH2]=O.C[N+](=O)[O-].C[N+](=O)[O-]
* E_tot: -2124.6480 Eh
* total charge: 0
* molecular weight: 370.1 g/mol
* maximum force: 1.7 eV/A
* lowest unoccupied orbital energy: -0.84 eV
* HOMO-LUMO gap: 9.37 eV

natural (NBO) atomic charge list, values in e, 5 entries:
1 C -0.61
2 C -0.43
3 C -0.21
4 O -0.52
5 C 0.57

=====

The following is a DFT calculation (the ωB97M-V functional and the def2-TZVPD basis) of a molecular structure, C38H60BBrF4Ge2N5OScSi2.

```
115
Properties=species:S:1:pos:R:3
Sc 0.19702 0.84373 -0.80371
C 1.62758 1.81929 3.52878
Si 2.02395 0.47859 2.26486
C 3.75458 -0.12974 2.71327
C 0.84397 -0.94416 2.53078
N 1.82052 1.20025 0.65367
C 2.49429 2.34604 0.41671
C 3.68530 2.70425 1.11422
C 4.33619 3.88175 0.90818
C 3.82593 4.80978 -0.02668
C 2.70035 4.51913 -0.72976
C 1.97310 3.28918 -0.57597
N 0.85409 2.97996 -1.24847
Si 0.27421 4.20204 -2.44064
C 1.56466 4.48614 -3.77284
C -1.28842 3.82001 -3.39097
C -0.21912 5.74811 -1.48305
H 1.60965 1.38665 4.53483
H 0.67602 2.32076 3.34453
H 2.40148 2.59012 3.52594
H 3.70799 -1.09734 3.21410
H 4.21660 0.57359 3.41208
H 4.42281 -0.23478 1.85900
H 0.99152 -1.30286 3.55631
H 0.99437 -1.79488 1.86736
H -0.19826 -0.65062 2.42700
H 4.10274 2.00462 1.81932
H 5.24308 4.10267 1.45589
H 4.33432 5.75124 -0.18991
H 2.34426 5.25246 -1.43052
H 1.79988 3.52391 -4.23136
H 2.49813 4.95169 -3.46538
H 1.12039 5.10801 -4.55537
H -1.29889 2.86049 -3.89721
H -1.30425 4.58702 -4.17390
H -2.19609 3.95683 -2.80453
H 0.54692 6.20339 -0.85681
H -1.06582 5.49454 -0.83663
H -0.57565 6.50282 -2.19058
C -2.30870 -2.59133 -3.10423
C -2.82460 -2.11013 -1.75212
Ge -1.43033 -1.53550 -0.42058
C -2.67433 -1.27708 1.14949
C -3.61478 -2.44325 1.45172
C -0.65079 -3.32189 -0.10670
C 0.64107 -3.62408 -0.26238
Ge 1.92761 -2.20684 -0.73318
C 2.46607 -2.27075 -2.63174
C 1.39686 -2.83827 -3.55736
C 3.60472 -2.50420 0.29042
C 3.53651 -3.33399 1.56997
C 1.16509 -5.00008 -0.06367
C 2.19383 -5.49940 -0.86391
C 2.69361 -6.77894 -0.67096
C 2.18307 -7.58203 0.33875
C 1.16960 -7.09344 1.15251
C 0.66933 -5.81578 0.95556
H -3.11991 -2.95177 -3.74364
H -1.60802 -3.41879 -2.97364
H -1.77873 -1.81519 -3.66021
H -3.33582 -2.94176 -1.25807
H -3.58333 -1.33197 -1.87243
H -3.25863 -0.37308 0.93561
H -2.07703 -1.06534 2.03916
H -4.30008 -2.63255 0.62489
H -4.22749 -2.25978 2.34122
H -3.05737 -3.36552 1.63008
H -1.33110 -4.15124 0.11264
H 3.37196 -2.88869 -2.64959
H 2.76788 -1.27993 -2.96046
H 1.17543 -3.88252 -3.32894
H 1.70530 -2.77344 -4.60242
H 0.46631 -2.28333 -3.46758
H 4.08488 -1.53976 0.46375
H 4.24421 -3.01852 -0.43601
H 2.85225 -2.91379 2.30599
H 4.52071 -3.40255 2.04094
H 3.19977 -4.35094 1.36435
H 2.60700 -4.88024 -1.65161
H 3.48630 -7.14775 -1.31011
H 2.57707 -8.57780 0.49646
H 0.77307 -7.70837 1.95124
H -0.10423 -5.42881 1.60827
Br -6.33278 2.43986 -2.89259
C -4.56853 2.08788 -2.34001
C -4.02942 2.77299 -1.26264
C -2.73272 2.47975 -0.89274
N -1.97824 1.55595 -1.49895
C -2.51527 0.92099 -2.54574
C -3.79926 1.15747 -3.00720
H -4.59306 3.53220 -0.73990
H -2.26482 3.02538 -0.08531
H -1.89465 0.18683 -3.04033
H -4.17551 0.61016 -3.85916
F 0.36054 0.60774 -2.83676
B 0.65513 0.49418 -4.37347
F -0.23346 -0.45867 -4.80460
F 1.97472 0.15137 -4.46566
F 0.38287 1.73966 -4.88281
N -0.97128 1.47056 1.11940
C -1.55068 1.48584 2.11744
N -2.24723 1.57555 3.23262
C -3.71597 1.63878 3.10701
C -4.26898 2.23488 4.38713
O -3.85410 1.48612 5.51322
C -2.44360 1.48974 5.63902
C -1.78914 0.84954 4.43125
H -4.11243 0.63092 2.95147
H -3.97089 2.25718 2.24676
H -5.35685 2.21028 4.37188
H -3.93705 3.27649 4.48446
H -2.20402 0.92499 6.53770
H -2.07807 2.51791 5.75571
H -2.08349 -0.20200 4.35592
H -0.70538 0.91519 4.49292
```

Properties
* E_tot: -10325.2350 Eh
* total charge: 0
* molecular weight: 1016.0 g/mol
* maximum force: 0.5 eV/A
* lowest unoccupied orbital energy (alpha / beta): -0.86 / -1.50 eV
* HOMO-LUMO gap (alpha / beta): 6.43 / 5.01 eV

Mulliken atomic charge list, values in e, 5 entries:
1 Sc -1.53
2 C -1.32
3 Si 0.56
4 C -1.93
5 C 2.70